Record 1
Density functional theory data (ωB97M-V with the def2-TZVPD basis set) for C5H7N as an isolated structure at a distorted geometry.

Each line ends with the natural charge from an NBO analysis.
Cartesian coordinates (Å):
C (1.00452, 0.75523, -0.07942)  0.0896
C (0.57185, 1.07954, -1.32742)  -0.3365
C (0.90334, -1.06174, 0.63667)  -0.3375
C (-0.09847, -0.13704, 0.23654)  0.1462
C (-1.60061, -0.00044, 0.45775)  -0.6577
N (1.98938, -0.06941, 0.24479)  -0.5317
H (-0.37244, 1.64433, -1.55639)  0.2181
H (1.46641, 0.98187, -2.05320)  0.2345
H (0.92630, -1.14242, 1.71505)  0.2506
H (1.05008, -2.07113, 0.17089)  0.2360
H (-1.94961, 1.00212, 0.33111)  0.2249
H (-1.78989, -0.36668, 1.48891)  0.2385
H (-2.10085, -0.61422, -0.26529)  0.2251

Summary:
ΔE to the lowest compared entry with this formula, charge and spin, kcal/mol: 133.6
F_max, eV/Å: 4.0
LUMO level (spin up / spin down), eV: 0.2 / 0.2
Net charge: 0
Frontier orbital gap (spin up / spin down), eV: 7.76 / 7.77

Record 2
Density functional theory data (ωB97M-V with the def2-TZVPD basis set) for a single C16H12FN3OS molecule.

Each line ends with the natural charge from an NBO analysis.
Cartesian coordinates (Å):
O (1.05336, 1.71774, -0.39500)  -0.6480
C (0.20661, 0.88461, -0.62215)  0.7458
N (-1.12636, 0.94793, -0.32810)  -0.2506
C (-1.77462, 2.00124, 0.41467)  -0.2304
C (-1.72038, 1.71504, 1.89457)  -0.0652
C (-2.81138, 1.16277, 2.55166)  -0.1813
C (-2.74186, 0.86247, 3.90052)  -0.2811
C (-1.56261, 1.11608, 4.57643)  0.4023
F (-1.48759, 0.82542, 5.89217)  -0.3251
C (-0.45711, 1.65591, 3.94374)  -0.2804
C (-0.54383, 1.95347, 2.59625)  -0.1773
N (-1.78873, -0.17207, -0.71154)  -0.2609
C (-0.90524, -0.93002, -1.26806)  0.3494
N (0.34282, -0.35333, -1.25703)  -0.4383
C (1.47762, -0.88059, -1.88508)  0.1961
C (2.74850, -0.46492, -1.50742)  -0.2339
C (3.86221, -0.95196, -2.16598)  -0.1907
C (3.71804, -1.86081, -3.20178)  -0.2092
C (2.45792, -2.29069, -3.57326)  -0.2092
C (1.33209, -1.81047, -2.91956)  -0.2198
S (-0.26394, -2.36181, -3.45565)  0.2755
C (-1.12490, -2.26858, -1.84329)  -0.5593
H (-2.80636, 2.06220, 0.06418)  0.2256
H (-1.23996, 2.92660, 0.18387)  0.2370
H (-3.72120, 0.96421, 2.00565)  0.2177
H (-3.58153, 0.43697, 4.42675)  0.2301
H (0.44702, 1.83649, 4.50310)  0.2309
H (0.30824, 2.36755, 2.07840)  0.2356
H (2.84452, 0.25941, -0.71523)  0.2529
H (4.84370, -0.61664, -1.86936)  0.2182
H (4.58575, -2.23931, -3.71950)  0.2183
H (2.32785, -2.99872, -4.37686)  0.2238
H (-2.18333, -2.44487, -2.01738)  0.2641
H (-0.71534, -3.05131, -1.19973)  0.2376

Summary:
ΔE to the lowest compared entry with this formula, charge and spin, kcal/mol: 0.0
F_max, eV/Å: 0.9
LUMO level, eV: 0.7
Net charge: 0
SMILES: O=c1n(Cc2ccc(F)cc2)nc2n1-c1ccccc1SC2
Frontier orbital gap, eV: 9.12

Record 3
Density functional theory data (ωB97M-V with the def2-TZVPD basis set) for a 2-piece molecular cluster, C2H7N4O overall at a distorted geometry.

Each line ends with the natural charge from an NBO analysis.
Cartesian coordinates (Å):
C (-1.29557, 0.37988, 0.01091)  0.5907
C (2.08087, 0.61294, 0.62114)  -0.0849
N (-1.93604, 0.91557, -0.93541)  -0.6434
N (0.72364, -0.83291, -1.36631)  -0.1689
N (-1.64632, -0.16177, 1.15204)  -0.8066
N (0.20737, -0.15185, -0.30583)  -0.0013
O (0.53033, -1.51356, -0.18318)  -0.2205
H (1.61958, 0.72287, 1.58379)  0.2162
H (2.62853, -0.24279, 0.49673)  0.1971
H (2.22366, 1.41559, -0.18976)  0.2493
H (-1.58078, 1.21902, -1.77737)  0.3934
H (0.15954, -1.31559, -2.11833)  0.3884
H (-2.63917, -0.09483, 1.41969)  0.4521
H (-1.07565, -0.95257, 1.59189)  0.4383

Summary:
ΔE to the lowest compared entry with this formula, charge and spin, kcal/mol: 213.3
F_max, eV/Å: 4.9
LUMO level (spin up / spin down), eV: -6.1 / -6.1
Net charge: +1
Frontier orbital gap (spin up / spin down), eV: 8.33 / 8.33

Record 4
Density functional theory data (ωB97M-V with the def2-TZVPD basis set) for C6H11NO as an isolated structure at a distorted geometry.

Each line ends with the natural charge from an NBO analysis.
Cartesian coordinates (Å):
C (-2.81468, 0.12791, 0.54627)  -0.2080
C (-1.66409, 0.26278, -0.25559)  0.4081
C (1.09779, -1.78217, 0.26309)  -0.6042
C (-0.12388, 1.51591, 0.25867)  -0.2747
C (1.78445, -0.23061, 0.27968)  -0.3859
C (1.07924, 0.94421, -0.44220)  -0.4713
N (-2.05089, -0.88717, 0.59405)  -0.4218
O (-1.60450, 0.25874, -1.58955)  -0.6592
H (-3.66731, 0.57678, 0.97562)  0.2140
H (0.98281, -2.30829, -0.76944)  0.2004
H (0.16000, -1.73730, 0.67313)  0.2177
H (1.86807, -2.34904, 0.96058)  0.2072
H (-0.65455, 2.42449, -0.16583)  0.2221
H (-0.04246, 1.58718, 1.31198)  0.2031
H (2.84340, -0.28307, 0.02994)  0.2054
H (1.80295, -0.01817, 1.29686)  0.1879
H (1.73440, 1.85501, -0.45424)  0.2283
H (1.04594, 0.67839, -1.51426)  0.2325
H (-1.77670, -0.63558, -1.99876)  0.4985

Summary:
ΔE to the lowest compared entry with this formula, charge and spin, kcal/mol: 87.8
F_max, eV/Å: 6.0
LUMO level (spin up / spin down), eV: 0.8 / -2.2
Net charge: 0
Multiplicity: 3
<S²>: 2.0136
Frontier orbital gap (spin up / spin down), eV: 6.16 / 7.03

Record 5
Density functional theory data (ωB97M-V with the def2-TZVPD basis set) for an isolated ion of composition C3H2NOS2 and charge -1 at a distorted geometry.

Each line ends with the natural charge from an NBO analysis.
Cartesian coordinates (Å):
N (0.30044, 1.63278, 0.40473)  -0.6590
O (-0.93484, 1.09309, 0.02224)  -0.3309
C (-1.05556, -0.18274, -0.09563)  0.2563
S (-2.65488, -0.71328, -0.04349)  -0.3904
C (0.06051, -1.09334, -0.17755)  -0.5195
C (1.32885, -0.66790, -0.10662)  0.0262
S (2.86450, -0.49232, 0.01555)  0.0586
H (0.15525, 2.68042, 0.09777)  0.2857
H (-0.06428, -2.25670, -0.11701)  0.2731

Summary:
ΔE to the lowest compared entry with this formula, charge and spin, kcal/mol: 123.9
F_max, eV/Å: 2.6
LUMO level (spin up / spin down), eV: 3.2 / 3.2
Net charge: -1
SMILES: [NH-]OC(=S)C=C=S
Frontier orbital gap (spin up / spin down), eV: 6.01 / 6.01

Record 6
Density functional theory data (ωB97M-V with the def2-TZVPD basis set) for a 2-piece molecular cluster, C3H9NO2 overall at a distorted geometry.

Each line ends with the natural charge from an NBO analysis.
Cartesian coordinates (Å):
C (-0.08452, -0.90061, -1.55648)  -0.6040
C (0.00058, -0.33320, -0.15950)  -0.4922
C (1.05401, -1.00875, 0.68646)  0.6782
N (0.71287, -1.26121, 1.99904)  -0.8381
O (2.12369, -1.39499, 0.27494)  -0.6141
H (-0.99415, -0.62006, -2.09530)  0.2140
H (-0.13157, -1.98951, -1.56548)  0.2156
H (0.72685, -0.52274, -2.15850)  0.2236
H (0.26540, 0.72905, -0.13973)  0.2225
H (-0.93612, -0.40456, 0.40365)  0.2001
H (-0.15434, -0.99412, 2.40441)  0.3915
H (1.51433, -1.53071, 2.52044)  0.4021
O (-1.36102, 3.39544, -0.57803)  -0.9410
H (-0.64415, 3.13000, -0.00001)  0.4694
H (-2.09186, 3.70596, -0.03589)  0.4724

Summary:
ΔE to the lowest compared entry with this formula, charge and spin, kcal/mol: 11.8
F_max, eV/Å: 1.4
LUMO level, eV: 0.6
Net charge: 0
SMILES: CCC(N)=O.O
Frontier orbital gap, eV: 10.42

Record 7
Density functional theory data (ωB97M-V with the def2-TZVPD basis set) for C22H31N5O9Sr as an isolated structure at a distorted geometry.

Each line ends with the natural charge from an NBO analysis.
Cartesian coordinates (Å):
Sr (0.06758, -0.61749, -0.61625)  1.8109
C (-2.69342, -1.01539, 1.49649)  -0.0862
C (-1.64498, -1.96983, 2.03221)  -0.0829
O (-0.37462, -1.36315, 1.84897)  -0.6009
C (0.68082, -1.80410, 2.67973)  -0.0934
C (1.92618, -1.01719, 2.27800)  -0.0992
O (1.64800, 0.33854, 1.93348)  -0.5571
C (1.28776, 1.18511, 3.01151)  -0.0965
C (-0.21261, 1.31496, 3.22197)  -0.0836
O (-0.93829, 1.65308, 2.05430)  -0.5517
C (-0.91102, 3.01786, 1.67496)  -0.0935
C (0.13024, 3.30732, 0.61353)  -0.0897
O (0.01207, 2.43961, -0.49681)  -0.5534
C (-0.86483, 2.91847, -1.50513)  -0.0958
C (-0.83325, 1.90470, -2.61483)  -0.0908
O (-1.30196, 0.63021, -2.16547)  -0.6018
C (-2.69892, 0.42664, -1.94109)  -0.0947
C (-3.06792, 0.34071, -0.46293)  -0.0951
O (-2.46591, -0.82176, 0.10384)  -0.5819
H (-2.61651, -0.05672, 2.01612)  0.1996
H (-3.69326, -1.43594, 1.64649)  0.1856
H (-1.67829, -2.93626, 1.51781)  0.2024
H (-1.84007, -2.13126, 3.09894)  0.1860
H (0.87693, -2.87066, 2.52957)  0.2107
H (0.40464, -1.64108, 3.72955)  0.1647
H (2.37094, -1.46065, 1.38857)  0.2363
H (2.65858, -1.05947, 3.09121)  0.1815
H (1.72654, 2.16112, 2.79647)  0.1896
H (1.74286, 0.83366, 3.94594)  0.1821
H (-0.38739, 2.06088, 4.00852)  0.1761
H (-0.63371, 0.37223, 3.56570)  0.1900
H (-0.74293, 3.66285, 2.54556)  0.1809
H (-1.90813, 3.25105, 1.29039)  0.1833
H (1.14420, 3.17392, 0.98958)  0.2008
H (0.03821, 4.35305, 0.29556)  0.1814
H (-0.51783, 3.88801, -1.88168)  0.1923
H (-1.87951, 3.05697, -1.10846)  0.1609
H (0.20376, 1.73735, -2.90696)  0.2441
H (-1.39447, 2.21486, -3.49938)  0.1928
H (-2.94838, -0.51935, -2.42371)  0.2229
H (-3.26736, 1.22997, -2.41706)  0.1911
H (-4.15922, 0.27447, -0.38295)  0.1870
H (-2.73020, 1.22612, 0.08739)  0.1819
O (1.27751, -2.68345, -0.33191)  -0.6489
N (0.67536, -3.77438, -0.56115)  0.1374
N (-0.38114, -3.64367, -1.28133)  0.1252
O (-0.82756, -2.49460, -1.72695)  -0.7267
C (-1.17690, -4.82285, -1.46484)  0.1834
C (-0.58804, -6.07831, -1.48543)  -0.2389
C (-1.40033, -7.19027, -1.64256)  -0.2004
C (-2.77437, -7.04765, -1.78945)  -0.2204
C (-3.33949, -5.78114, -1.78435)  -0.2039
C (-2.54256, -4.65619, -1.62472)  -0.2517
H (0.48237, -6.17364, -1.38279)  0.2403
H (-0.95202, -8.17497, -1.66399)  0.2163
H (-3.39966, -7.92082, -1.92024)  0.2142
H (-4.40832, -5.66537, -1.91162)  0.2124
H (-2.94641, -3.65412, -1.63376)  0.2379
N (3.45307, 1.48108, -0.52751)  -0.8374
C (2.99938, 0.86344, -1.66640)  0.6872
O (1.92619, 0.20151, -1.59114)  -0.8693
C (3.71072, 1.02369, -2.86971)  -0.5670
C (4.91762, 1.76215, -2.86437)  0.3170
N (5.88428, 2.38538, -2.75118)  -0.4147
C (3.15475, 0.50448, -4.06576)  0.3176
N (2.68264, 0.07835, -5.02820)  -0.3943
H (3.11934, 1.08578, 0.33820)  0.3975
H (4.40032, 1.82671, -0.52873)  0.4007

Summary:
F_max, eV/Å: 1.0
LUMO level, eV: -0.1
Net charge: 0
Frontier orbital gap, eV: 7.08

Record 8
Density functional theory data (ωB97M-V with the def2-TZVPD basis set) for a 2-piece molecular cluster, C2H2BrCl2NO overall at a distorted geometry.

Each line ends with the natural charge from an NBO analysis.
Cartesian coordinates (Å):
O (-1.52514, 0.66164, 1.94657)  -0.3894
C (-1.47438, 0.05435, 0.96443)  0.6991
C (-1.52664, -0.83156, -0.07125)  -0.4202
Cl (-2.07946, -0.13992, -1.57197)  0.0444
Cl (-0.32136, -2.09693, -0.10365)  0.0609
N (1.86205, 0.83539, -0.49922)  -0.9163
Br (2.10395, 0.07838, 1.16083)  0.1730
H (2.04387, 0.11305, -1.11243)  0.3633
H (0.91712, 1.32560, -0.71331)  0.3853

Summary:
ΔE to the lowest compared entry with this formula, charge and spin, kcal/mol: 57.5
F_max, eV/Å: 3.6
LUMO level, eV: -0.3
Net charge: 0
SMILES: O=C=C(Cl)Cl.NBr
Frontier orbital gap, eV: 8.84

Record 9
Density functional theory data (ωB97M-V with the def2-TZVPD basis set) for CH5ClO4Os as an isolated structure at a distorted geometry.

Each line ends with the natural charge from an NBO analysis.
Cartesian coordinates (Å):
Os (-0.40896, -0.11114, 0.56477)  1.5695
C (-1.24087, 1.59632, -0.34244)  -0.8959
H (-1.75556, 1.35671, -1.28743)  0.3078
H (-1.95172, 2.09372, 0.34470)  0.2938
H (-0.41934, 2.30326, -0.56765)  0.2924
H (0.89021, 1.00270, 1.14611)  0.1865
H (0.34796, 0.98189, 1.78393)  0.1841
O (2.63041, -2.01859, -0.16687)  -0.3375
Cl (0.94342, -1.89174, -0.35261)  1.5171
O (0.33338, -3.18763, -1.27175)  -0.2718
O (0.13046, -1.80676, 1.24651)  -0.5481
O (0.50059, -0.31874, -1.09727)  -0.2980

Summary:
ΔE to the lowest compared entry with this formula, charge and spin, kcal/mol: 168.5
F_max, eV/Å: 14.4
LUMO level (spin up / spin down), eV: -14.4 / -15.3
Net charge: +2
Multiplicity: 5
<S²>: 6.1263
Frontier orbital gap (spin up / spin down), eV: 6.42 / 5.95

Record 10
Density functional theory data (ωB97M-V with the def2-TZVPD basis set) for a single C6H10O5S molecule at a distorted geometry.

Each line ends with the natural charge from an NBO analysis.
Cartesian coordinates (Å):
C (-0.30135, 0.10221, -0.93377)  0.0035
C (-0.90649, -0.45102, 0.34910)  0.0672
C (0.97805, -0.26714, -1.42400)  -0.6729
C (0.00381, -0.24155, 1.58992)  0.0800
C (-0.52370, -2.45733, 1.33887)  0.9689
C (-0.61540, 0.74034, 2.63435)  -0.6130
O (1.59010, 1.94871, -3.13815)  -0.9434
O (0.18500, -1.58895, 2.08428)  -0.4938
O (-0.37887, 1.55636, -0.73989)  -0.7261
O (-1.21573, -1.84263, 0.32630)  -0.4961
O (-0.47099, -3.61945, 1.42903)  -0.5680
S (1.34249, 0.16531, -3.02341)  0.8128
H (-1.15823, -0.16721, -1.62392)  0.1808
H (-1.88906, -0.13045, 0.49552)  0.2014
H (1.84919, -0.81415, -1.02819)  0.2564
H (0.98870, -0.01577, 1.20763)  0.1934
H (-0.57792, 1.65539, 2.19943)  0.2257
H (0.04892, 0.78080, 3.59160)  0.2207
H (-1.61957, 0.40730, 2.88854)  0.2155
H (0.25734, 1.81739, -1.39058)  0.4818
H (-0.05544, 0.30487, -3.35477)  0.1231
H (2.46915, 2.11697, -3.47788)  0.4823

Summary:
ΔE to the lowest compared entry with this formula, charge and spin, kcal/mol: 33.9
F_max, eV/Å: 4.9
LUMO level, eV: 0.1
Net charge: 0
Frontier orbital gap, eV: 9.09